ORCA calculation (ωB97M-V/def2-TZVPD) on a 3-piece molecular cluster, C6H12Cl4O overall.

HOMO   -9.57 eV
LUMO energy   0.6 eV
Orbital gap   0.3731 Eh
Structure (SMILES)   C1CCOC1.ClCCl.ClCCl
Maximum force   0.04043 hartree/bohr

CARTESIAN COORDINATES (ANGSTROEM)
C1 -0.42 5.64 -3.11
C2 0.15 4.28 -3.34
C3 0.67 3.89 -1.99
O1 1.00 5.16 -1.34
C4 0.65 6.29 -2.19
H1 -1.39 5.59 -2.62
H2 -0.54 6.20 -4.04
H3 1.00 4.39 -4.00
H4 -0.57 3.61 -3.81
H5 1.53 3.23 -2.10
H6 -0.07 3.34 -1.41
H7 1.55 6.62 -2.71
H8 0.22 7.10 -1.61
C5 -1.12 -3.77 1.59
Cl1 -1.59 -2.99 0.10
Cl2 -0.83 -2.50 2.82
H9 -1.89 -4.46 1.93
H10 -0.26 -4.43 1.44
C6 0.36 -9.46 5.42
Cl3 -0.85 -10.02 4.26
Cl4 1.70 -8.47 4.66
H11 -0.10 -8.85 6.20
H12 0.78 -10.37 5.84

Here are the natural (NBO) charges for atoms 1 to 8, given in e: number 1, C, carries -0.420; number 2, C, carries -0.434; number 3, C, carries -0.067; number 4, O, carries -0.548; number 5, C, carries -0.065; number 6, H, carries 0.202; number 7, H, carries 0.210; number 8, H, carries 0.196

=====

ORCA calculation (ωB97M-V/def2-TZVPD) on a 3-piece molecular cluster, C6H12Cl6 overall.

HOMO   -10.73 eV
LUMO energy   0.5 eV
Orbital gap   0.4141 Eh
Structure (SMILES)   ClCCCl.ClCCCl.ClCCCl
Maximum force   0.04800 hartree/bohr

CARTESIAN COORDINATES (ANGSTROEM)
Cl1 -2.39 -1.45 1.54
C1 -1.96 0.17 1.80
C2 -2.48 1.02 0.66
Cl2 -1.69 0.52 -0.89
H1 -0.87 0.27 1.87
H2 -2.39 0.44 2.76
H3 -2.48 2.11 0.62
H4 -3.54 0.78 0.56
Cl3 0.88 5.05 -1.77
C3 1.76 5.54 -0.31
C4 1.94 4.27 0.41
Cl4 2.88 4.48 1.95
H5 1.25 6.31 0.26
H6 2.69 5.96 -0.68
H7 2.43 3.46 -0.14
H8 1.02 3.85 0.82
Cl5 1.57 -4.62 -2.80
C5 0.97 -5.65 -1.53
C6 -0.21 -5.02 -0.81
Cl6 -0.87 -6.18 0.48
H9 1.81 -5.88 -0.88
H10 0.64 -6.56 -2.05
H11 -1.05 -4.81 -1.48
H12 0.10 -4.07 -0.38

Here are the natural (NBO) charges for atoms 1 to 8, given in e: number 1, Cl, carries -0.004; number 2, C, carries -0.437; number 3, C, carries -0.378; number 4, Cl, carries -0.078; number 5, H, carries 0.221; number 6, H, carries 0.228; number 7, H, carries 0.234; number 8, H, carries 0.216

=====

ORCA calculation (ωB97M-V/def2-TZVPD) on a 4-piece molecular cluster, C6H12ClN2O3 overall.

HOMO (alpha / beta)   -3.88 / -4.61 eV
Spin multiplicity   3
LUMO energy (alpha / beta)   3.2 / 2.1 eV
Orbital gap (alpha / beta)   0.2590 / 0.2475 Eh
Total charge   -1
Maximum force   0.09336 hartree/bohr

CARTESIAN COORDINATES (ANGSTROEM)
C1 -4.71 -1.73 -0.43
C2 2.01 -0.29 0.03
C3 3.12 -1.31 -0.52
C4 0.72 -0.30 -0.68
C5 4.02 -1.87 0.56
C6 -0.42 0.35 0.06
N1 -1.68 0.10 -0.18
N2 -2.09 4.10 0.39
O1 -5.38 -1.10 -1.14
O2 -2.10 -0.63 -0.99
O3 -4.25 -2.46 0.30
Cl1 -3.22 1.00 1.51
H1 1.71 -0.73 1.07
H2 2.49 0.78 0.12
H3 3.70 -0.69 -1.35
H4 2.65 -2.21 -1.01
H5 0.39 -1.27 -0.95
H6 0.92 0.09 -1.73
H7 3.55 -2.62 1.23
H8 4.81 -1.14 1.03
H9 -0.32 1.02 0.88
H10 -1.11 3.91 0.49
H11 -2.41 3.16 -0.04
H12 -2.40 3.84 1.35

Here are the natural (NBO) charges for atoms 1 to 8, given in e: number 1, C, carries 1.052; number 2, C, carries -0.370; number 3, C, carries -0.487; number 4, C, carries -0.470; number 5, C, carries -0.281; number 6, C, carries -0.162; number 7, N, carries 0.232; number 8, N, carries -1.089

=====

What did the third record say?
ORCA calculation (ωB97M-V/def2-TZVPD) on a 4-piece molecular cluster, C6H12ClN2O3 overall.

HOMO (alpha / beta)   -3.88 / -4.61 eV
Spin multiplicity   3
LUMO energy (alpha / beta)   3.2 / 2.1 eV
Orbital gap (alpha / beta)   0.2590 / 0.2475 Eh
Total charge   -1
Maximum force   0.09336 hartree/bohr

CARTESIAN COORDINATES (ANGSTROEM)
C1 -4.71 -1.73 -0.43
C2 2.01 -0.29 0.03
C3 3.12 -1.31 -0.52
C4 0.72 -0.30 -0.68
C5 4.02 -1.87 0.56
C6 -0.42 0.35 0.06
N1 -1.68 0.10 -0.18
N2 -2.09 4.10 0.39
O1 -5.38 -1.10 -1.14
O2 -2.10 -0.63 -0.99
O3 -4.25 -2.46 0.30
Cl1 -3.22 1.00 1.51
H1 1.71 -0.73 1.07
H2 2.49 0.78 0.12
H3 3.70 -0.69 -1.35
H4 2.65 -2.21 -1.01
H5 0.39 -1.27 -0.95
H6 0.92 0.09 -1.73
H7 3.55 -2.62 1.23
H8 4.81 -1.14 1.03
H9 -0.32 1.02 0.88
H10 -1.11 3.91 0.49
H11 -2.41 3.16 -0.04
H12 -2.40 3.84 1.35

Here are the natural (NBO) charges for atoms 1 to 8, given in e: number 1, C, carries 1.052; number 2, C, carries -0.370; number 3, C, carries -0.487; number 4, C, carries -0.470; number 5, C, carries -0.281; number 6, C, carries -0.162; number 7, N, carries 0.232; number 8, N, carries -1.089

=====

Question: maximum force of number 1 (C6H12Cl4O)?
Answer: 0.04043 hartree/bohr

=====

Question: Which of these has the highest maximum force?
Answer: C6H12ClN2O3